C14H23Br2N2OsS2Si | wB97M-V/def2-TZVPD

Summary:
Electronic energy, Ha: -6981.19638
Charge: +1
HOMO energy, hartree: -0.41085
Maximum force, eV Å⁻¹: 0.607
Kohn-Sham gap, eV: 6.6

```
45
Properties=species:S:1:pos:R:3:forces:R:3:mulliken_charge:R:1
Os 0.833062 0.263341 -0.548852 -0.206 -0.289 0.037 0.883
C 2.626522 -3.017267 -0.030734 -0.020 -0.032 -0.011 -1.480
C 1.533420 -2.915542 -1.046492 -0.118 0.317 0.077 0.725
C 1.140776 -3.987903 -1.812577 -0.099 -0.051 -0.161 -0.670
C 0.071674 -3.849089 -2.704399 0.128 -0.123 0.081 -0.581
C -0.598666 -2.657369 -2.831707 0.043 0.277 0.157 -0.467
C -0.174039 -1.593788 -2.020906 0.287 -0.492 -0.208 0.636
N 0.861888 -1.748702 -1.166270 0.089 -0.356 -0.029 0.061
N -0.571136 -0.300040 -1.915902 0.037 0.482 0.332 -0.100
Si -1.668532 0.567528 -3.031802 0.136 0.213 -0.097 -0.055
C -3.054095 -0.547165 -3.593008 0.011 -0.060 0.068 -1.303
C -2.473670 1.985435 -2.131216 0.000 -0.045 0.052 -1.000
C -0.655102 1.154083 -4.478616 -0.032 -0.055 -0.009 -0.813
H 3.367314 -3.750974 -0.341459 -0.002 -0.004 0.013 0.472
H 2.220509 -3.350671 0.928474 0.019 -0.009 -0.009 0.255
H 3.124535 -2.064244 0.118648 0.062 0.029 0.006 0.112
H 1.663299 -4.927814 -1.711066 -0.013 -0.017 -0.020 0.452
H -0.232520 -4.693091 -3.309609 0.020 -0.013 0.010 0.444
H -1.413047 -2.543472 -3.524350 -0.052 0.030 -0.034 0.211
H -3.478777 -1.127571 -2.771746 -0.001 -0.016 0.003 0.394
H -2.783893 -1.227334 -4.399612 -0.004 0.016 -0.032 0.394
H -3.845997 0.104641 -3.970167 -0.015 -0.016 -0.024 0.364
H -3.147335 1.611566 -1.356977 -0.012 0.027 0.040 0.251
H -3.095648 2.522313 -2.851895 -0.007 -0.002 -0.024 0.379
H -1.790877 2.714967 -1.699225 0.003 -0.027 0.036 0.338
H -0.168741 0.309540 -4.971968 0.018 0.006 -0.019 0.326
H 0.118421 1.858647 -4.172948 0.019 0.009 0.019 0.238
H -1.288180 1.650731 -5.216863 -0.013 -0.003 -0.006 0.379
Br -1.683274 1.095759 1.180183 -0.209 0.031 0.120 0.030
C -0.674647 0.240174 2.566024 -0.139 0.222 -0.032 -0.561
Br 0.478986 -1.092052 1.760448 0.153 0.190 -0.190 -0.004
H -1.349149 -0.262307 3.247355 0.042 -0.062 -0.004 0.428
H -0.047633 0.973625 3.056731 0.022 -0.024 -0.007 0.382
C 4.936341 2.437474 -0.750843 0.026 0.009 0.000 -1.619
C 3.473977 2.100402 -0.785876 -0.059 0.247 -0.038 0.867
S 3.013756 0.542856 -0.241586 -0.229 -0.374 -0.110 -0.354
C 2.505405 2.926641 -1.246237 0.071 -0.006 -0.055 0.340
C 2.752155 4.290943 -1.817362 -0.013 -0.004 -0.010 -1.389
S 0.872667 2.373926 -1.249209 0.034 -0.042 0.072 -0.186
H 5.514523 1.616473 -0.331806 0.016 -0.001 0.000 0.418
H 5.116722 3.324992 -0.143131 -0.004 -0.004 0.004 0.389
H 5.308792 2.637626 -1.756652 0.013 -0.012 0.012 0.363
H 3.750179 4.645466 -1.568976 -0.011 0.011 0.006 0.383
H 2.023961 5.004569 -1.432865 0.007 0.022 -0.017 0.372
H 2.658275 4.275576 -2.904958 0.001 0.002 0.001 0.295
```
Positions in Å, forces in eV/Å.

=====

C3H7NO4 | wB97M-V/def2-TZVPD

Summary:
Structure (SMILES): O=CCNC(=O)O.O
Electronic energy, Ha: -474.23865
Relative energy (zero: lowest compared OMol25 entry of this formula, charge and spin), kcal/mol: 29.88
HOMO energy, hartree: -0.36120
Maximum force, eV Å⁻¹: 0.817
Kohn-Sham gap, eV: 10.3

```
15
Properties=species:S:1:pos:R:3:forces:R:3:mulliken_charge:R:1
O 2.070311 1.330880 2.030372 0.101 -0.185 0.019 -0.474
C 1.441979 0.456635 1.500863 -0.289 0.764 0.002 0.009
C 1.365687 0.260929 0.002012 0.078 -0.503 0.544 -0.498
N 0.078100 -0.237127 -0.421663 0.322 -0.124 -0.126 -0.076
C -1.095527 0.241709 0.068387 0.306 -0.336 -0.302 0.489
O -2.109484 -0.397399 0.100251 -0.641 0.150 0.221 -0.574
O -0.939563 1.534130 0.442385 0.406 0.381 0.424 -0.447
H 0.846169 -0.263971 2.090629 -0.011 -0.181 0.071 0.373
H 1.703749 1.158814 -0.502435 0.061 0.057 -0.139 0.262
H 2.075634 -0.561488 -0.114487 0.198 0.093 -0.559 0.356
H 0.026231 -1.161634 -0.821997 -0.149 0.014 -0.025 0.244
H -1.430308 1.757555 1.241497 -0.451 -0.182 -0.231 0.337
O -0.483264 -2.474896 -2.823528 0.103 0.113 -0.067 -0.644
H 0.119743 -2.094260 -3.472430 -0.060 -0.060 0.039 0.321
H -1.358099 -2.364621 -3.213059 0.025 -0.001 0.130 0.322
```
Positions in Å, forces in eV/Å.

=====

C17H19Cl2NO2ReS | wB97M-V/def2-TZVPD

Summary:
Multiplicity: 2
Electronic energy, Ha: -2260.70786
Relative energy (zero: lowest compared OMol25 entry of this formula, charge and spin), kcal/mol: 9.99
Charge: +2
HOMO energy (spin up / spin down), hartree: -0.56880 / -0.55726
Maximum force, eV Å⁻¹: 1.658
Kohn-Sham gap (spin up / spin down), eV: 6.2 / 6.5

```
43
Properties=species:S:1:pos:R:3:forces:R:3:mulliken_charge:R:1
Re 0.460681 -0.106849 0.245934 -0.763 -1.429 0.351 1.354
C -1.215219 2.310377 3.567448 -0.006 -0.020 -0.082 -1.603
C -1.390354 1.853922 2.153415 0.166 0.165 0.115 1.108
C -2.457385 1.036805 1.810003 -0.183 -0.012 0.130 -0.082
C -2.563785 0.490253 0.543100 -0.148 -0.168 -0.166 1.039
C -3.635403 -0.502157 0.222710 0.102 0.042 0.033 -1.728
C -1.642457 0.907077 -0.460978 0.170 -0.161 -0.117 -0.611
C -0.706014 1.937212 -0.196192 0.086 0.200 -0.485 -0.415
C -0.154200 2.803729 -1.299652 -0.055 -0.003 0.056 -1.317
C -0.476990 2.256796 1.143772 0.148 -0.071 0.313 -1.073
H -2.053468 2.952842 3.850359 0.012 -0.018 -0.018 0.414
H -0.294543 2.872820 3.710572 -0.012 -0.005 -0.011 0.412
H -1.231894 1.455183 4.246549 0.002 0.008 -0.016 0.357
H -3.174332 0.751982 2.572645 0.032 0.018 -0.031 0.504
H -4.612633 -0.019683 0.307150 0.019 0.001 0.003 0.409
H -3.623255 -1.321935 0.943437 0.017 0.019 -0.001 0.390
H -3.538967 -0.906310 -0.782787 0.010 0.017 0.004 0.416
H -1.853637 0.644460 -1.493541 0.025 -0.016 0.012 0.624
H -0.812984 3.671853 -1.380173 0.001 -0.008 0.012 0.399
H -0.159682 2.306278 -2.266720 -0.001 -0.025 0.002 0.403
H 0.846098 3.177531 -1.080905 -0.016 -0.019 0.011 0.395
H 0.280983 2.996651 1.381565 -0.030 -0.009 0.022 0.574
N 2.079760 -0.418676 1.661627 0.033 0.374 -0.220 -0.631
C 1.639023 -1.138576 2.902641 0.613 -0.057 -0.205 -0.482
C 0.154185 -1.051977 3.031071 -0.695 0.439 -0.606 0.526
O -0.442496 -1.182764 4.047824 -0.139 -0.088 0.257 -0.535
O -0.440981 -0.807679 1.840936 0.168 -0.540 0.464 -0.584
H 2.862891 -0.908434 1.233301 0.019 0.040 -0.013 0.350
H 2.437990 0.503451 1.908227 0.095 -0.044 0.085 0.391
H 2.127313 -0.727389 3.781188 0.041 -0.005 0.030 0.393
H 1.906136 -2.190050 2.812203 0.073 -0.040 -0.008 0.305
Cl 1.867048 0.479704 -1.567533 0.446 0.075 -0.351 -0.262
C 1.866807 -0.894481 -2.686035 -0.143 -0.052 0.259 0.942
C 2.499768 -0.765762 -3.888543 0.128 0.030 -0.200 -0.894
C 2.479340 -1.874609 -4.734491 0.007 -0.080 -0.056 -0.362
C 1.851956 -3.056103 -4.363601 0.123 0.122 -0.169 -0.708
C 1.227591 -3.154446 -3.133457 -0.049 0.052 0.135 0.285
Cl 0.468461 -4.618494 -2.681809 -0.031 -0.028 0.041 -0.150
C 1.219049 -2.050873 -2.260163 0.283 -0.077 -0.229 0.232
S 0.402588 -2.146020 -0.740653 -0.533 1.385 0.637 -0.146
H 2.994169 0.153673 -4.173704 -0.017 -0.036 -0.010 0.477
H 2.965350 -1.808887 -5.699145 -0.015 -0.011 0.015 0.426
H 1.843490 -3.910457 -5.027612 0.018 0.039 0.012 0.459
```
Positions in Å, forces in eV/Å.